1.
The following is a quantum chemistry calculation of 2 unconnected molecules or ions with the total composition C4H6N2, from OMol25.

Its strongest force on any atom is 1.1 eV/A. As for the total charge: 0. As for the energy above the lowest of the compared OMol25 structures with the same formula, charge and spin: 181.1 kcal per mole. The total energy comes out at -265.24694 a.u. The value obtained for the HOMO energy is -0.3348 Ha.

Bonds (Å) are listed after each position.
CARTESIAN COORDINATES (ANGSTROEM)
1 N 0.602 0.977 1.071  C2 1.496, C4 1.510, H7 1.016, H8 1.024
2 C 0.392 0.318 -0.256  N1 1.496, C3 1.413, C4 1.509, C5 1.447
3 C -0.748 0.940 -0.813  C2 1.413, H9 1.106
4 C -0.371 -0.172 0.951  N1 1.510, C2 1.509, H11 1.096
5 C 1.481 -0.433 -0.842  C2 1.447, N6 1.157
6 N 2.348 -0.998 -1.360  C5 1.157
7 H 1.448 0.760 1.591  N1 1.016
8 H 0.308 1.957 1.044  N1 1.024
9 H -1.088 0.289 -1.639  C3 1.106
10 H -1.717 -1.824 -0.668  H12 0.745
11 H -1.412 0.162 1.035  C4 1.096
12 H -1.243 -1.976 -0.114  H10 0.745

---

2.
The following is a quantum chemistry calculation of a single C4H6N2 molecule, from OMol25.

Its strongest force on any atom is 1.4 eV/A. As for the total charge: 0. As for the energy above the lowest of the compared OMol25 structures with the same formula, charge and spin: 102.4 kcal per mole. The total energy comes out at -265.37236 a.u. The value obtained for the HOMO energy is -0.2963 Ha.

Bonds (Å) are listed after each position.
CARTESIAN COORDINATES (ANGSTROEM)
1 N -0.540 -0.662 1.558  C3 1.432, H7 1.020, H11 1.055
2 C 0.391 0.927 -0.128  C3 1.527, C4 1.786, C6 1.419, H8 1.088
3 C 0.572 -0.331 0.718  N1 1.432, C2 1.527, C4 1.468, H9 1.094
4 C 0.354 -0.776 -0.664  C2 1.786, C3 1.468, N5 1.421, C6 1.746, H10 1.087
5 N -0.995 -0.663 -1.095  C4 1.421, C6 1.348
6 C -0.592 0.623 -1.106  C2 1.419, C4 1.746, N5 1.348, H12 1.087
7 H -0.676 0.113 2.206  N1 1.020
8 H 0.958 1.853 -0.056  C2 1.088
9 H 1.589 -0.477 1.091  C3 1.094
10 H 1.081 -1.154 -1.378  C4 1.087
11 H -1.303 -0.708 0.831  N1 1.055
12 H -0.830 1.296 -1.926  C6 1.087

---

Q: strongest force on any atom of number 2 (C4H6N2)?
A: 1.4 eV/A

---

Q: The lowest total energy belongs to which entry?
A: number 2